DFT (the ωB97M-V functional and the def2-TZVPD basis) results for C14H11Cl3O2SV as an isolated structure.

Frontier orbital gap (alpha / beta)   7.1088 / 7.1321 eV
Spin multiplicity   4
Relative energy (zero: lowest compared OMol25 entry of this formula, charge and spin)   57.6 kJ/mol
E_LUMO (alpha / beta)   -0.0204 / -0.0258 hartree
HOMO level (alpha / beta)   -7.67 / -7.83 eV
<S²>   3.7603
E   -92882.4797 eV

XYZ file:
```
32
Properties=species:S:1:pos:R:3:forces:R:3:mulliken_charge:R:1
V 0.715452 -0.491707 -0.091372 -0.07 -0.51 0.04 0.891
Cl 2.308320 5.451334 3.871209 0.00 0.00 0.00 -0.225
C 1.656090 4.150806 2.921930 -0.04 -0.01 -0.01 0.146
C 0.255566 3.994507 2.837115 0.04 0.04 0.03 -0.487
C -0.293432 2.992243 2.095000 -0.05 -0.05 -0.15 -0.634
C 0.513930 2.061043 1.377572 0.05 0.20 0.22 0.707
O -0.057424 1.149245 0.675934 0.06 -0.09 0.03 -0.896
C 1.930048 2.220118 1.505048 -0.05 -0.13 -0.08 0.667
C 2.845322 1.323473 0.898345 -0.11 -0.15 -0.11 -0.118
O 2.561802 0.275794 0.273932 0.09 0.31 0.10 -0.562
C 2.472883 3.285386 2.268947 0.01 0.00 0.00 -0.868
H -0.380080 4.687970 3.372435 0.00 0.00 0.00 0.401
H -1.366151 2.875048 2.018456 0.00 0.01 0.01 0.422
H 3.909073 1.570721 0.990816 0.03 -0.03 0.04 0.349
H 3.548567 3.392945 2.335766 0.00 -0.01 0.00 0.376
S -0.927705 -1.919413 -1.092855 -0.02 0.28 0.05 -0.429
C 0.217009 -2.803516 -2.114932 0.04 -0.02 0.04 0.403
C 1.457158 -2.279998 -2.488229 0.01 0.03 -0.03 -0.072
C 2.350939 -3.012326 -3.256364 0.01 -0.02 0.01 -0.705
C 2.015309 -4.285559 -3.689968 0.01 0.01 0.00 -0.466
C 0.777239 -4.811590 -3.344610 -0.01 0.00 0.01 -0.446
C -0.108432 -4.084010 -2.565967 0.02 -0.03 0.04 -0.515
H 1.744626 -1.264730 -2.211462 -0.05 0.03 -0.03 0.469
H 3.304009 -2.575600 -3.526831 0.00 -0.01 0.00 0.375
H 2.704424 -4.856467 -4.297901 0.00 0.00 0.00 0.370
H 0.497734 -5.801878 -3.682119 0.00 0.00 0.00 0.354
H -1.066958 -4.505560 -2.291554 0.00 0.00 0.00 0.386
Cl 1.919385 -3.218509 0.879303 0.06 0.08 -0.01 -0.082
C 0.752045 -3.135699 2.205061 -0.03 0.00 -0.03 -0.310
Cl 0.728657 -1.521576 2.946352 0.00 0.05 -0.15 -0.120
H 1.040310 -3.852178 2.963688 -0.01 -0.01 0.00 0.363
H -0.231310 -3.330960 1.792480 0.00 0.02 -0.01 0.261
```
Forces are in eV/Å.


DFT (the ωB97M-V functional and the def2-TZVPD basis) results for a 2-piece molecular cluster, CH3NO3S overall.

Frontier orbital gap (alpha / beta)   6.9004 / 7.6060 eV
Spin multiplicity   3
Relative energy (zero: lowest compared OMol25 entry of this formula, charge and spin)   313.1 kJ/mol
E_LUMO (alpha / beta)   0.0166 / -0.0933 hartree
HOMO level (alpha / beta)   -6.45 / -10.14 eV
<S²>   2.0078
E   -19546.0043 eV

XYZ file:
```
9
Properties=species:S:1:pos:R:3:forces:R:3:mulliken_charge:R:1
C 0.557317 -0.352640 0.291754 5.05 -1.30 -0.95 -0.102
N -1.389954 0.252352 0.131435 -3.35 0.21 2.96 0.804
O -1.533708 1.417283 0.282534 -0.07 1.80 -0.73 -0.498
O -2.110048 -0.609652 -0.206250 -0.74 -1.21 -1.68 -0.435
O 0.692124 -1.581032 -0.332672 -0.98 0.49 1.98 -0.396
S 1.348053 1.047920 -0.495377 1.00 -1.95 -0.31 -0.172
H 0.717812 -0.444662 1.380747 -0.67 0.12 -0.42 0.344
H 1.225905 -1.557627 -1.099995 0.75 0.30 -1.43 0.311
H 0.492503 1.828060 0.047827 -0.98 1.54 0.59 0.144
```
Forces are in eV/Å.


DFT (the ωB97M-V functional and the def2-TZVPD basis) results for one molecule with the formula C4H7NO.

Frontier orbital gap   10.4684 eV
Spin multiplicity   1
Relative energy (zero: lowest compared OMol25 entry of this formula, charge and spin)   314.1 kJ/mol
E_LUMO   0.0381 hartree
SMILES   C1NC12COC2
HOMO level   -9.43 eV
E   -7796.3891 eV

XYZ file:
```
13
Properties=species:S:1:pos:R:3:forces:R:3:mulliken_charge:R:1
C -1.163012 -1.046951 -0.411782 -0.09 0.08 -0.21 -0.431
N -0.827536 -0.858637 0.999705 0.09 -0.16 0.41 -0.660
C -0.097216 -0.096914 0.012084 0.15 -0.06 0.03 0.726
C 0.183947 1.422585 0.128832 -0.44 0.04 0.04 -0.400
O 1.584328 1.193871 -0.066606 0.06 0.06 0.06 -0.406
C 1.391313 -0.213404 -0.269697 0.10 -0.41 -0.04 -0.536
H -0.890818 -2.061635 -0.720220 0.14 0.49 -0.29 0.249
H -2.076292 -0.693998 -0.889061 0.02 0.16 0.47 0.238
H -1.493438 -0.316385 1.547783 0.15 0.14 -0.38 0.226
H -0.015764 1.795058 1.146853 -0.03 -0.08 -0.25 0.258
H -0.205534 2.146389 -0.597685 -0.12 -0.32 -0.01 0.224
H 1.984979 -0.840290 0.402190 -0.06 0.10 0.02 0.296
H 1.595984 -0.481408 -1.315142 0.03 -0.03 0.17 0.216
```
Forces are in eV/Å.


DFT (the ωB97M-V functional and the def2-TZVPD basis) results for C46H36BrCl3CrN4O3P2S as an isolated structure.

Frontier orbital gap (alpha / beta)   6.1579 / 6.9375 eV
Spin multiplicity   4
Total charge   +1
Relative energy (zero: lowest compared OMol25 entry of this formula, charge and spin)   17.4 kJ/mol
E_LUMO (alpha / beta)   -0.1457 / -0.1171 hartree
HOMO level (alpha / beta)   -10.12 / -10.12 eV
<S²>   3.8353
E   -225831.5799 eV

XYZ file:
```
97
Properties=species:S:1:pos:R:3:forces:R:3:mulliken_charge:R:1
Cr -1.141393 -0.623004 1.325719 0.28 -0.17 0.08 -1.116
C -2.141962 -3.548528 1.158327 0.01 -0.05 0.01 -1.383
O -1.027699 -2.757492 0.681407 0.04 0.10 0.04 1.548
C -0.091985 -3.480834 -0.078771 0.06 -0.02 -0.03 0.452
C -0.193015 -4.853939 -0.214797 0.03 -0.01 -0.04 -0.460
C 0.682061 -5.512040 -1.073222 -0.08 -0.01 0.08 -0.643
Br 0.539709 -7.387061 -1.247657 -0.01 0.02 0.01 -0.174
C 1.617844 -4.827230 -1.807011 0.06 0.02 -0.07 -0.831
C 1.746066 -3.446054 -1.647402 -0.03 -0.12 0.00 1.107
C 0.927317 -2.780763 -0.740829 -0.12 0.03 0.10 -0.539
O 1.072873 -1.436293 -0.556902 0.04 -0.02 0.00 0.193
C 2.710014 -2.747722 -2.512277 -0.03 0.09 -0.01 0.035
N 3.385651 -3.353188 -3.451508 0.02 -0.04 -0.01 -0.770
C 4.103768 -2.354520 -4.082288 -0.03 0.02 0.04 0.451
C 4.983408 -2.429334 -5.163231 0.01 0.02 -0.01 -0.831
C 5.552841 -1.255012 -5.609347 0.00 -0.01 0.00 -0.496
C 5.266277 -0.021176 -4.999679 0.00 0.01 0.00 -0.672
C 4.403226 0.072006 -3.926282 0.01 0.01 -0.03 -0.806
C 3.829351 -1.116526 -3.483724 0.02 -0.03 0.00 0.573
N 2.938796 -1.397882 -2.475710 0.11 -0.06 0.01 0.679
H -2.603829 -4.069089 0.321021 -0.02 0.02 0.00 0.560
H -2.850742 -2.859462 1.596081 -0.01 0.02 0.02 0.221
H -1.796640 -4.261152 1.906107 0.01 0.01 0.00 0.358
H -0.933670 -5.426675 0.317939 0.02 -0.03 -0.04 0.645
H 2.262805 -5.331890 -2.511609 0.02 0.02 0.00 0.665
H 1.224134 -1.242846 0.399450 0.02 0.01 0.05 -0.729
H 5.203144 -3.380835 -5.627985 0.00 0.00 0.00 0.476
H 6.238697 -1.276719 -6.445588 0.00 -0.01 0.00 0.400
H 5.738884 0.874596 -5.380831 0.00 0.00 0.00 0.403
H 4.188578 1.023342 -3.455868 0.00 0.00 0.01 0.514
H 2.459558 -0.759846 -1.866005 -0.02 0.00 0.02 -0.278
Cl 2.920614 -2.706341 6.895924 -0.01 0.00 0.00 -0.196
C 2.275729 -2.133971 5.398276 0.01 0.00 0.03 0.249
C 0.904798 -1.995311 5.253605 0.07 -0.01 -0.02 -1.003
C 0.440606 -1.532578 4.041113 -0.16 0.09 -0.14 1.167
Cl -1.292585 -1.355217 3.762986 0.18 0.01 -0.03 -0.248
C 1.250878 -1.190250 2.960192 0.10 -0.11 0.27 -1.855
O 0.757398 -0.738053 1.820007 -0.17 -0.08 -0.21 0.859
C 2.627350 -1.368974 3.156290 -0.10 0.03 -0.03 0.793
Cl 3.681922 -1.024747 1.828301 0.06 -0.02 0.02 -0.148
C 3.139134 -1.828636 4.355551 -0.05 0.01 -0.03 -0.800
H 0.227186 -2.246795 6.056320 0.01 0.00 0.01 0.506
H 4.205583 -1.956506 4.473450 0.00 0.00 0.00 0.503
C 0.323478 3.144984 -0.363362 -0.25 0.33 -0.09 -1.405
N -0.589783 2.094946 0.092827 0.45 -0.57 -0.07 1.302
P -1.212470 0.731182 -0.739786 -0.05 0.13 0.16 -0.575
C -2.849490 1.216143 -1.326800 0.02 -0.03 -0.04 1.091
C -3.140573 2.551233 -1.584346 -0.03 0.00 0.00 -0.135
C -4.378887 2.902144 -2.102863 0.06 0.03 0.03 -0.669
C -5.322633 1.921752 -2.363259 -0.03 -0.06 0.01 -0.640
C -5.032948 0.587427 -2.107121 -0.07 0.04 -0.01 -0.768
C -3.799390 0.233323 -1.591129 0.03 -0.05 -0.03 -0.412
C -0.347231 0.290346 -2.262139 -0.08 0.15 -0.13 1.692
C -0.647844 -0.990944 -2.725388 -0.06 -0.07 0.04 -0.948
C -0.153245 -1.433720 -3.937411 0.04 -0.02 -0.06 -0.803
C 0.654886 -0.601728 -4.702314 -0.03 0.03 -0.01 -0.709
C 0.938463 0.680447 -4.260597 -0.04 0.00 0.00 -0.818
C 0.426458 1.136652 -3.051379 0.07 -0.05 0.05 -0.555
P -0.880984 1.727224 1.724556 -0.24 0.17 0.14 2.179
C 0.500299 2.367982 2.682855 0.07 0.01 -0.07 0.801
C 1.804534 1.958783 2.382600 -0.04 0.05 -0.07 -0.322
C 2.867964 2.440794 3.121091 0.02 0.05 0.04 -0.728
C 2.643203 3.331821 4.166079 0.05 -0.03 -0.04 -0.739
C 1.356494 3.751543 4.457541 -0.07 0.01 0.00 -0.743
C 0.282178 3.277969 3.714948 0.02 -0.03 0.11 -1.052
C -2.342002 2.636836 2.242600 0.07 0.10 -0.18 0.417
C -3.163269 2.121400 3.236375 -0.10 -0.04 0.13 -0.423
C -4.289716 2.825003 3.637019 0.00 -0.01 0.02 -0.727
C -4.597482 4.038938 3.041837 0.04 0.03 -0.07 -0.618
C -3.781018 4.554914 2.041090 -0.04 -0.07 0.01 -0.659
C -2.658815 3.851805 1.636612 0.04 0.05 0.03 -0.256
H -0.092570 3.663523 -1.226515 0.04 -0.03 -0.09 0.417
H 1.309721 2.749358 -0.606039 -0.02 0.00 0.00 0.322
H 0.432744 3.885591 0.428408 0.06 -0.06 0.02 0.426
H -2.407817 3.319592 -1.375009 0.00 0.02 -0.01 0.114
H -4.605897 3.941282 -2.300260 0.01 0.01 0.00 0.477
H -6.292027 2.195863 -2.757246 0.00 0.00 -0.01 0.415
H -5.775632 -0.175753 -2.296199 0.00 0.00 0.00 0.468
H -3.588910 -0.808725 -1.376412 0.01 0.04 -0.02 0.377
H -1.244999 -1.666021 -2.118236 0.00 0.05 -0.04 0.177
H -0.378751 -2.436493 -4.276270 0.00 0.00 0.00 0.464
H 1.067403 -0.954189 -5.638287 0.00 -0.01 0.00 0.436
H 1.562274 1.332737 -4.857003 0.00 0.00 0.00 0.491
H 0.649418 2.145531 -2.744153 -0.01 0.08 0.05 0.277
H 1.990112 1.264920 1.574212 -0.03 0.01 0.01 0.447
H 3.873523 2.119371 2.882343 0.00 0.00 0.01 0.489
H 3.477498 3.703273 4.746312 0.00 0.00 0.00 0.416
H 1.180038 4.452134 5.262481 0.01 0.00 0.00 0.459
H -0.717537 3.618134 3.949179 -0.03 -0.02 -0.02 0.422
H -2.943799 1.163814 3.693146 0.03 0.00 0.00 0.381
H -4.932417 2.417373 4.405394 0.00 -0.01 -0.01 0.475
H -5.483507 4.579376 3.346693 0.01 0.01 0.01 0.414
H -4.025110 5.496712 1.568260 -0.01 0.01 0.01 0.462
H -2.032155 4.247565 0.844869 -0.02 0.00 0.05 0.199
S -5.795538 -0.457063 1.653288 0.03 -0.02 -0.02 -0.344
C -4.222814 -0.527543 1.470963 0.00 0.13 0.04 0.923
N -3.046114 -0.575011 1.336398 -0.25 -0.11 -0.01 -0.764
```
Forces are in eV/Å.


Look up the relative energy (zero: lowest compared OMol25 entry of this formula, charge and spin) of the fourth one. 17.4 kJ/mol


Which value of E does entry 4 give? -225831.5799 eV


Which of these has the lowest spin multiplicity? C4H7NO